DFT (ωB97M-V/def2-TZVPD) results for C15H15BCl2N2O4 in the gas phase at a distorted geometry.

Values from the calculation:
ΔE to the lowest compared entry with this formula, charge and spin: 0.0000 eV
LUMO: 0.0119 Ha
Gap between HOMO and LUMO: 9.63 eV
Total charge: 0
SMILES: O=C(COc1ncc(Cl)cc1Cl)N[C@@H](Cc1ccccc1)B(O)O

Element x y z (Å)
O  1.927  0.437  2.622
Cl  4.173  -0.689  -5.586
Cl  0.239  -2.779  -2.583
N  3.591  -1.033  -1.695
O  0.130  -1.453  4.352
O  -2.209  -1.445  3.904
O  1.657  -1.340  -0.437
B  -0.968  -0.967  3.683
C  1.348  -0.063  1.664
C  4.133  -0.956  -2.925
C  2.342  -1.407  -1.648
C  -2.493  2.519  -1.643
C  -1.956  3.161  -0.557
C  -2.986  1.232  -1.515
C  2.216  -1.808  -4.013
C  -1.970  2.504  0.662
C  -2.903  0.555  -0.296
C  3.440  -1.233  -4.082
C  1.700  -1.918  -2.786
C  -2.355  1.204  0.788
N  -0.042  -0.049  1.480
C  2.185  -0.377  0.455
C  -2.297  0.463  2.116
C  -0.903  0.247  2.588
H  0.881  -1.073  3.888
H  -2.311  -2.197  4.512
H  4.985  -0.401  -3.078
H  -2.499  3.003  -2.611
H  -1.479  4.118  -0.674
H  -3.393  0.662  -2.348
H  1.693  -2.245  -4.832
H  -1.509  2.962  1.491
H  -3.147  -0.520  -0.121
H  -0.484  -0.543  0.689
H  2.320  0.531  -0.172
H  3.121  -0.803  0.763
H  -2.842  0.993  2.816
H  -2.773  -0.501  2.014
H  -0.563  1.211  3.116

Atomic forces in eV per Å
-0.7575 -0.8356 0.0269
-0.3437 -0.5009 0.3227
-0.7948 -0.1853 0.1666
0.1563 0.4509 -0.6592
-0.6820 0.0083 -0.7074
-0.7276 -0.8852 0.6514
-0.5758 -0.7664 -1.8650
0.7192 0.6896 0.0855
-1.6766 1.2495 -1.0867
-2.0428 0.1557 -0.0469
-0.3817 -0.3376 1.4408
-0.3080 -0.2379 -0.9137
0.0080 -0.2012 0.3779
-0.2314 -1.2333 0.0730
-0.1197 -0.5969 -0.8715
0.9037 0.6776 -0.4912
0.2365 -0.5924 -0.2831
1.9273 0.9264 -0.5249
-1.3012 -0.4401 1.9996
-1.1852 -0.9576 0.8683
2.2256 -0.9617 -0.2322
0.6434 -0.1623 -1.0214
0.3663 -0.1549 -2.6121
0.4094 0.6682 2.5565
0.7408 0.2286 0.3599
0.3444 0.4446 -0.2245
2.3528 0.7019 0.3326
-0.0480 -0.0259 -0.0096
-0.1059 0.3016 0.1286
0.0681 0.4271 -0.1044
-0.2445 0.0797 -0.6218
0.3913 0.6983 1.0228
-0.1838 0.9735 -0.6999
0.8593 0.3888 0.5339
0.2229 -0.1003 0.9629
0.6575 0.5722 0.5364
-1.1185 1.0282 1.6470
-0.3538 -0.1448 -0.2832
-0.0504 -1.3503 -0.8346

Here are the Löwdin charges for atoms 1 to 6, given in e: O 0.07; Cl 0.66; Cl 0.75; N 0.17; O 0.18; O 0.18


DFT (ωB97M-V/def2-TZVPD) results for a molecular structure, C15H15BrCl3CoN4O4SSi.

Values from the calculation:
2S+1: 5
ΔE to the lowest compared entry with this formula, charge and spin: 0.0000 eV
LUMO (spin up / spin down): 0.0107 / -0.0227 Ha
Gap between HOMO and LUMO (spin up / spin down): 6.42 / 7.71 eV
<S²>: 6.024
Total charge: 0

Element x y z (Å)
Co  0.638  0.780  0.041
Br  -1.126  -4.606  4.903
C  -0.266  -3.380  3.742
C  -0.518  -2.024  3.870
C  0.098  -1.131  3.010
C  0.959  -1.585  2.012
C  1.209  -2.953  1.908
C  0.601  -3.851  2.771
N  1.518  -0.661  1.113
C  2.806  -0.778  0.766
C  3.365  0.119  -0.164
C  4.726  0.105  -0.548
C  5.185  1.024  -1.447
C  4.296  1.978  -1.987
C  2.987  1.944  -1.580
N  2.514  1.055  -0.697
H  -1.189  -1.664  4.638
H  -0.091  -0.069  3.109
H  1.855  -3.317  1.119
H  0.787  -4.912  2.676
H  3.435  -1.523  1.242
H  5.384  -0.637  -0.116
H  6.226  1.023  -1.744
H  4.625  2.719  -2.700
H  2.265  2.654  -1.968
O  -2.663  2.609  0.502
S  -1.684  2.025  1.372
O  -1.891  2.106  2.780
O  -0.290  2.298  0.950
O  -1.710  0.400  1.019
Cl  -2.054  -2.441  0.397
Si  -2.911  -0.700  0.955
Cl  -4.278  -0.188  -0.465
Cl  -3.850  -0.875  2.730
C  -3.345  2.463  -2.685
N  -2.493  1.326  -3.042
C  -2.997  0.363  -4.017
C  -1.489  1.000  -2.275
N  -0.589  0.710  -1.612
H  -3.412  3.142  -3.535
H  -2.927  2.975  -1.822
H  -4.341  2.103  -2.423
H  -3.221  0.884  -4.947
H  -3.903  -0.116  -3.641
H  -2.243  -0.396  -4.208

Atomic forces in eV per Å
0.0165 -0.0798 -0.1213
-0.0001 0.0004 0.0019
0.0093 -0.0066 -0.0128
0.0065 0.0136 0.0119
-0.0426 0.0183 0.0193
0.0174 0.0128 -0.0665
0.0185 -0.0044 0.0037
-0.0100 0.0142 0.0040
-0.0572 0.0000 0.0467
-0.0011 -0.0266 0.0349
-0.0049 0.0160 -0.0071
-0.0062 -0.0154 0.0101
0.0101 0.0077 -0.0049
0.0150 -0.0083 -0.0094
-0.0226 -0.0199 0.0029
0.0169 0.0659 -0.0124
0.0011 0.0002 -0.0039
0.0077 -0.0126 0.0128
-0.0028 -0.0131 0.0037
0.0000 -0.0004 -0.0011
0.0129 0.0014 -0.0197
0.0048 0.0026 -0.0041
-0.0005 -0.0010 -0.0002
0.0018 -0.0002 0.0006
-0.0020 0.0038 0.0136
0.0473 -0.0255 0.0219
-0.1340 -0.0308 0.0296
0.0190 0.0233 -0.0513
0.0225 -0.0230 0.0448
0.0277 0.0157 -0.0007
0.0175 -0.0233 0.0153
0.0083 0.0570 0.0624
-0.0412 0.0033 -0.0174
0.0135 -0.0086 -0.0427
0.0095 0.0074 -0.0120
0.0362 0.0089 -0.0343
-0.0118 0.0061 0.0040
-0.0908 -0.0806 0.0243
0.0837 0.1028 0.0345
0.0025 -0.0032 -0.0001
-0.0091 -0.0031 0.0039
0.0007 0.0097 0.0172
0.0001 -0.0031 -0.0003
0.0043 -0.0049 -0.0005
0.0058 0.0032 -0.0012

Here are the Löwdin charges for atoms 1 to 6, given in e: Co 0.76; Br 0.72; C -0.70; C -0.14; C -0.04; C -0.31


DFT (ωB97M-V/def2-TZVPD) results for a molecular structure, C15H15CdNO7P2S.

Values from the calculation:
ΔE to the lowest compared entry with this formula, charge and spin: 0.0000 eV
LUMO: 0.0010 Ha
Gap between HOMO and LUMO: 8.56 eV
Total charge: 0

Element x y z (Å)
Cd  0.947  -1.000  -0.072
C  -1.608  -0.471  -4.343
C  -0.379  -0.843  -3.531
O  0.608  -1.410  -4.419
P  0.497  0.615  -2.895
O  0.999  1.365  -4.196
O  -0.608  1.586  -2.324
O  1.578  0.267  -1.932
P  -0.677  -2.042  -2.168
O  -1.788  -3.021  -2.763
O  0.658  -2.694  -1.961
O  -1.195  -1.293  -0.968
H  -1.364  0.283  -5.092
H  -2.396  -0.082  -3.698
H  -1.970  -1.364  -4.848
H  1.134  -2.010  -3.857
H  1.470  0.756  -4.784
H  -0.305  2.311  -1.764
H  -2.511  -3.169  -2.142
S  0.071  1.484  3.905
C  -1.215  2.043  2.881
C  -2.229  2.959  3.148
C  -3.158  3.202  2.156
C  -3.094  2.536  0.926
C  -2.090  1.627  0.657
C  -1.131  1.397  1.644
N  -0.066  0.522  1.528
C  0.622  0.442  2.626
C  1.768  -0.477  2.790
C  2.461  -0.515  4.000
C  3.517  -1.394  4.159
C  3.876  -2.230  3.111
C  3.184  -2.182  1.906
C  2.115  -1.309  1.715
H  -2.294  3.464  4.102
H  -3.957  3.908  2.337
H  -3.855  2.728  0.181
H  -2.050  1.070  -0.269
H  2.186  0.134  4.823
H  4.058  -1.428  5.095
H  4.701  -2.921  3.231
H  3.490  -2.845  1.106

Atomic forces in eV per Å
0.1306 -0.2768 0.0784
-0.0339 -0.0275 0.0077
-0.0799 -0.1035 -0.3949
0.0324 0.0765 0.1246
-0.0736 -0.2622 0.1609
0.1362 0.0591 -0.0203
-0.1507 0.1491 -0.1116
-0.1819 0.1831 0.1258
0.2723 0.1006 0.0456
-0.0188 -0.0767 -0.0128
-0.0604 -0.0293 -0.0739
-0.0716 0.1803 0.1111
0.0073 0.0018 0.0045
0.0151 0.0018 0.0191
-0.0161 0.0059 0.0136
0.0123 -0.0411 -0.0680
0.0206 -0.0243 -0.0031
0.0887 -0.0475 0.0541
-0.0199 0.0240 0.0199
-0.0893 0.0432 0.0319
-0.0010 0.0285 -0.0256
0.0355 -0.0037 0.0026
-0.0353 0.0052 -0.0368
0.0101 0.0023 0.0149
-0.0382 0.0603 0.0554
-0.0047 -0.0358 -0.0453
-0.0640 0.0383 0.1442
0.1341 -0.0857 -0.1256
-0.0497 0.0594 -0.0037
0.0456 -0.0630 -0.0273
0.0082 0.0075 0.0199
0.0109 -0.0237 -0.0325
-0.0209 0.0380 0.0637
0.0446 0.0319 -0.1240
0.0138 -0.0073 0.0198
0.0019 0.0009 0.0087
-0.0010 -0.0018 -0.0079
0.0320 -0.0159 -0.0097
-0.0360 0.0240 -0.0075
-0.0006 0.0029 0.0085
0.0022 0.0002 0.0059
-0.0069 0.0015 -0.0103

Here are the Löwdin charges for atoms 1 to 6, given in e: Cd 1.38; C -0.06; C -0.59; O -0.07; P 0.45; O -0.09